ORCA calculation (ωB97M-V/def2-TZVPD) on a 17-piece molecular cluster, C69H169N3O17 overall.

Positions of all 258 atoms, in Å:
H (-6.4640, 7.5007, -2.0751)
H (-3.4022, 3.1271, -4.7726)
C (-7.7825, -1.9263, -1.6604)
H (-1.8073, 5.3096, -0.6027)
H (-4.5109, -2.1736, 3.0869)
H (3.8772, 4.8156, -0.4987)
C (2.0831, 4.0454, -1.4132)
H (3.0953, 1.5236, -3.9720)
H (-2.9183, 4.1997, -0.2001)
H (2.1281, 1.7901, 0.8851)
C (1.2594, 1.5270, 1.4733)
C (8.2503, -2.3206, 2.5468)
H (-4.0813, -5.1840, 0.7358)
C (-3.7507, 6.0970, -0.7784)
H (-0.2462, 6.6523, 1.5179)
C (0.8004, 1.1681, -5.5394)
C (0.4301, -5.9119, 1.8745)
H (2.1261, 4.2739, -6.2671)
H (-5.1321, 3.5843, -4.7188)
C (2.8299, 4.7794, -0.2629)
H (0.1706, 5.0740, -1.4620)
H (-6.1514, -3.0446, -1.0592)
H (-5.2708, -1.0223, -2.6176)
H (-5.3508, -7.4759, 0.0385)
C (-0.8453, 4.8792, 2.4176)
C (3.7248, 1.1504, -5.9551)
H (-7.7457, 0.3334, 2.3334)
H (5.2108, 3.0442, 5.7660)
C (0.2002, -6.4532, 0.4882)
H (-2.3552, -4.9597, -1.8226)
C (-5.0994, 6.0204, -1.4286)
O (4.3910, -0.9665, -1.5136)
H (-7.7323, -2.1038, -2.7276)
N (0.6848, -0.5185, 0.0574)
H (2.6794, -0.5179, 2.7220)
H (-6.3246, 5.7308, -3.9570)
C (0.1560, -0.5072, 2.4629)
H (-6.9448, 5.0235, -1.0983)
H (6.3223, 2.7233, 3.4755)
H (1.0248, 2.6135, -3.8518)
C (-0.3918, 0.4504, -6.1053)
H (1.7490, -6.3001, -2.7122)
H (-3.2319, 7.0696, -1.0992)
H (5.1279, -2.3787, -2.7605)
H (-5.5635, 2.8365, 3.8265)
H (-6.3704, 2.1605, 1.3848)
H (8.2616, -2.9168, 4.5615)
C (1.1407, 0.0128, 1.4082)
H (7.1124, 4.3475, -1.3320)
H (7.5792, 2.1474, 0.0999)
H (-1.2197, -7.9651, -3.8039)
H (-5.7401, 2.8569, -1.9479)
H (4.8459, 1.3092, 5.7849)
H (2.5289, 5.8530, -0.0697)
C (2.8106, 2.2388, -6.5681)
H (-5.6365, 4.3448, -0.1488)
C (3.0851, -1.9765, 5.3341)
H (6.3152, 0.2909, 3.0313)
H (4.9147, -4.4562, 3.5813)
C (-5.8621, -3.6619, 3.8592)
H (-0.5114, 6.9385, 3.3318)
H (-0.3446, -6.2976, 2.5447)
C (-4.6089, 1.0110, 1.8782)
H (-4.3229, 0.2077, 2.5390)
C (6.1303, 3.9234, -1.2717)
H (0.1829, -7.5463, 0.3991)
H (-3.1046, -3.8840, 4.5317)
H (3.1883, 1.7947, -8.7832)
H (-1.1959, 1.1436, -6.2747)
H (-0.2655, -4.5836, -4.7364)
H (4.8365, -4.4017, 5.3739)
H (1.4119, 1.8905, 2.4762)
C (-4.6342, -3.2929, 3.0584)
H (2.1776, -2.8604, -1.8911)
H (-2.9635, 4.7503, 2.9935)
H (-0.5381, 1.6092, -3.9080)
H (-0.4984, -0.8608, -2.6351)
C (-1.3345, -0.3128, 2.0574)
C (-0.3373, -6.2654, -3.3323)
H (4.2472, -4.3890, -0.9158)
C (2.4958, -0.6285, 1.7088)
H (-1.6394, -4.5584, -3.5709)
H (-3.8972, 1.8671, 1.8951)
C (-5.3588, -1.0136, -1.4888)
H (7.5387, -4.1117, 3.5368)
H (-0.7818, -0.2569, -5.3925)
C (-2.2450, -0.6402, 5.3846)
C (4.3344, -2.3072, -1.9612)
H (5.8119, 4.1877, -0.2409)
N (-4.9889, 5.3732, -2.7599)
C (-2.7287, 4.3994, -2.3935)
H (2.7324, 3.4614, -8.4752)
C (-2.7968, 4.9447, -0.9495)
H (-0.3258, 1.5283, -1.3787)
H (-3.4996, -0.6878, 7.1177)
O (0.6429, 2.6876, -7.2866)
H (-1.5614, 0.7734, 2.0420)
H (1.0043, -6.1069, -0.1438)
O (4.9282, 1.8768, -1.9159)
O (5.6125, 0.7334, 3.4963)
H (3.0409, -2.5484, 6.2643)
C (3.0062, -2.6332, -2.5529)
H (-5.7902, -6.1194, -0.8941)
H (1.0903, 4.5120, 2.3576)
O (0.3619, 4.2667, 2.9426)
H (-0.9932, 4.4207, 1.4057)
H (2.7731, 4.1135, 0.5956)
H (5.0740, 0.8791, -1.9236)
O (-6.8494, 0.2756, 1.9550)
H (4.1230, 2.4337, 4.6189)
H (-0.4117, 0.5439, 5.1964)
H (-5.5338, 0.0267, -1.2461)
H (-4.8846, 8.0606, -2.3856)
O (1.5766, -0.0736, -1.0127)
H (3.4203, 2.5003, -1.4418)
H (4.3171, 2.9011, -7.9162)
H (1.5281, -0.7989, -5.2241)
H (-3.9049, 4.8166, -4.9932)
C (-4.6914, 2.8979, -2.2296)
C (6.1276, 1.9015, 4.1745)
C (-0.8294, 6.4025, 2.4044)
O (1.7506, -6.3855, 2.3275)
C (-4.1210, 4.1388, -2.9303)
H (3.1498, -3.4421, -3.2498)
H (-1.3225, 1.7299, 0.1133)
H (9.4327, -3.8048, 3.6428)
H (-5.8007, -3.2435, 4.8649)
H (3.8329, 4.0573, -6.0564)
H (0.3957, 1.9995, 0.9873)
C (-0.5699, -4.7877, -3.6526)
C (-1.1455, 1.0597, -0.7920)
C (-0.9879, -0.0168, 5.9413)
C (4.5668, -3.3650, -0.7291)
H (1.5689, -6.3753, -4.4181)
H (7.9312, -2.1909, 0.4343)
H (4.7434, 1.5559, -5.7719)
C (-6.3999, -1.9889, -0.9470)
C (4.3774, -4.0175, 4.4367)
H (-5.5527, 7.9934, -0.6553)
H (-1.8323, 6.7299, 2.1662)
C (0.6191, 4.0639, -1.2996)
H (-6.1883, 1.1946, 4.2672)
C (-3.3627, -5.3945, -1.8938)
C (-1.9877, 4.5071, 3.4204)
H (7.2494, 1.1336, 5.8441)
H (-1.6194, -2.0073, 0.8367)
C (-3.6423, -6.3915, -0.7426)
H (6.5113, 0.6788, -0.1389)
H (-2.6975, 0.7961, 4.1294)
C (8.3575, -2.9007, 1.0567)
H (-0.6540, -6.5058, -2.3402)
C (-5.1068, -6.9196, -0.8090)
H (0.2352, 3.7641, -0.3375)
H (7.7864, -3.8187, 0.9831)
H (-0.3394, -0.8316, 6.2583)
C (4.1533, -2.5251, 4.4196)
H (2.4819, 4.4389, -2.3696)
C (3.2561, 2.6149, -8.0405)
C (-6.0476, 1.4606, 2.1858)
H (0.8760, -3.9732, 0.9327)
H (0.9034, -4.0752, 2.7064)
H (3.5448, -0.7575, -1.0553)
H (-0.5256, -2.1938, -1.4443)
H (-2.6486, -0.6988, 0.5477)
C (-0.9489, -1.1921, -1.6801)
H (-1.3172, 0.6799, 6.7346)
C (-6.3182, 2.0656, 3.5687)
H (-2.0464, -1.4135, -1.6502)
H (-5.5336, -3.0889, 1.2949)
O (5.3943, -1.8925, 4.7615)
H (-0.1244, 0.0003, -7.0438)
H (-6.6796, -1.0469, 0.8489)
H (2.1204, -5.8199, 2.9856)
C (5.0362, 2.1875, 5.1463)
H (0.1491, 3.4043, -2.0128)
C (0.3955, -4.4195, 1.8295)
H (5.6190, 4.4443, -2.0539)
O (-4.7575, -3.5413, 1.6484)
H (2.2081, -2.0318, 4.7292)
H (-1.9493, 1.0149, -1.4857)
O (-1.1754, -7.0669, -4.1311)
C (-3.0850, -1.3917, 6.4208)
O (-6.5646, -1.9328, 0.4686)
H (-1.8904, -1.2422, 4.5354)
H (1.5774, 0.8662, -1.0085)
H (8.9949, -1.5276, 2.7207)
H (5.8051, 2.1457, 0.5507)
C (2.8490, 3.5950, -5.8462)
H (-5.8755, -4.6947, 4.1699)
H (0.4246, -0.0937, 3.4582)
C (-0.7088, -0.4066, -0.3875)
H (-0.3575, 2.9666, -4.8493)
H (2.6828, -1.8788, -3.2267)
H (-2.6500, -2.1340, 7.1474)
H (-7.3582, 2.4303, 3.7253)
H (3.2532, -0.9302, 5.5678)
O (-3.1789, 0.3405, 4.8145)
H (-4.1574, 2.7563, -1.2901)
H (-1.7900, 5.1450, 4.3319)
H (-4.6557, 0.5669, 0.9117)
O (6.9810, -1.7084, 2.6166)
H (-4.3978, -1.3628, -1.0086)
H (-3.9413, 6.2122, 0.3383)
C (-5.5160, 7.5095, -1.6297)
H (5.2608, -0.9437, 4.7830)
H (1.1782, -7.8778, -3.5344)
O (2.4613, 2.6385, -1.4038)
H (8.0330, 2.5287, 5.0609)
O (-6.2881, 5.1245, -3.2479)
H (0.3717, -1.5928, 2.5357)
H (-4.0749, -4.5717, -1.8574)
H (-5.2643, -7.5942, -1.6876)
H (0.0577, -4.1289, -3.0569)
C (6.5425, 1.7849, -0.1211)
C (0.2508, 2.1523, -4.4502)
C (7.4437, 1.6117, 4.8751)
H (-2.2565, 5.1056, -3.0428)
H (9.3704, -3.1141, 0.7834)
H (8.0934, 0.8574, 4.3473)
H (0.2428, 2.3194, -8.0445)
H (-0.5775, -3.9600, 1.8560)
H (-2.8914, -7.1923, -0.8171)
H (-3.4616, -5.8919, -2.8972)
C (8.4045, -3.3978, 3.6332)
H (-4.6031, 1.9864, -2.8156)
H (-6.8247, -3.3304, 3.3811)
C (1.6616, 0.1527, -4.7987)
H (3.7677, -0.0495, -4.1632)
N (1.4746, 1.6525, -6.7785)
H (-3.5508, -5.0349, 3.2523)
O (-3.4200, -5.8391, 0.5659)
H (-1.8727, -0.7822, 2.8647)
C (-6.0527, 5.2647, -0.4849)
C (-1.6282, -0.9512, 0.7417)
H (-0.7740, -6.0256, 0.2788)
H (6.5176, -1.8984, 3.4508)
C (-3.3995, -3.9917, 3.4717)
H (-3.9392, -1.8732, 5.8419)
H (-6.3482, 5.8902, 0.3043)
H (6.9254, 2.2314, -2.2478)
H (-8.4372, -2.7182, -1.2420)
H (3.9508, -2.2451, 3.3722)
H (1.1658, 0.1309, -3.7897)
H (5.5781, -3.4170, -0.4239)
H (-8.2279, -0.9673, -1.5832)
H (3.8389, -3.0370, 0.0322)
H (-2.2190, 3.4135, -2.5079)
C (-4.1275, 3.8629, -4.4914)
H (3.3901, -4.4826, 4.4143)
C (6.1838, 2.3992, -1.4385)
H (3.8097, 0.2721, -6.5436)
H (2.7586, 3.4783, -4.7976)
H (3.2553, -0.0657, 1.1564)
C (3.0681, 0.6998, -4.6028)
C (1.1398, -6.7450, -3.5061)
H (-1.9466, 3.4252, 3.6784)
H (2.6038, -1.5847, 1.2815)
H (-2.6268, -3.5365, 2.8586)

Forces on atoms 1 to 3 (eV/Å):
H -1.7899 0.2214 -0.3578
H 0.3216 -0.5718 -0.1020
C 0.4770 -0.9064 0.4904

Results
ΔE to the lowest compared entry with this formula, charge and spin ... 0.0 kJ/mol
E ... -113565.575 eV
Max |F| ... 3.27 eV Å⁻¹
Total charge ... 0
E_LUMO ... 0.4 eV